Run a
8
Properties=species:S:1:pos:R:3 method="wB97M-V/def2-TZVPD" e_lumo_ev="-2.44 / -0.66" total_charge=0 spin_multiplicity=1 orbital_gap_ev="6.9 / 9.7" homo_ev="-9.3 / -10.4"
C -0.082 0.668 -0.039
C 0.722 -0.427 -0.190
N -1.478 0.421 -0.289
O 0.086 1.898 0.129
O -2.406 -0.277 0.266
H 0.370 -1.409 -0.511
H 1.723 -0.409 -0.116
H -1.942 1.299 -0.477



Run b
8
Properties=species:S:1:pos:R:3 method="wB97M-V/def2-TZVPD" e_lumo_ev=0.78 total_charge=0 spin_multiplicity=1 orbital_gap_ev=11.5 homo_ev=-10.7 smiles="O=CNC=O"
C -1.135 0.199 -0.568
C 0.663 -0.555 0.957
H -1.776 -0.460 0.048
H 0.922 0.663 -0.643
H -0.174 -1.094 1.452
N 0.198 0.194 -0.133
O -1.526 0.802 -1.556
O 1.835 -0.594 1.274



Run c
8
Properties=species:S:1:pos:R:3 method="wB97M-V/def2-TZVPD" e_lumo_ev=1.02 total_charge=0 spin_multiplicity=1 orbital_gap_ev=11.5 homo_ev=-10.5
O 3.040 -0.371 -0.086
C 2.183 0.303 -0.397
N -0.358 -0.787 0.514
C -1.174 0.076 0.074
O -0.780 1.139 -0.633
H 0.192 1.077 -0.704
H -0.843 -1.515 1.030
H -2.260 0.078 0.202



Preferred: run b; penalty for the next structure: 14.6 kcal/mol.



Run a
8
Properties=species:S:1:pos:R:3 method="wB97M-V/def2-TZVPD" e_lumo_ev=0.24 total_charge=0 spin_multiplicity=1 orbital_gap_ev=11.5 homo_ev=-11.3 smiles=N#CC(O)O
C 1.940 0.064 0.024
C 0.561 -0.147 -0.246
N 3.087 0.106 0.040
O -0.159 1.275 0.200
O 0.055 -1.196 0.428
H 0.264 -0.031 -1.257
H -0.407 1.160 1.073
H -0.351 -1.867 -0.090



Run b
8
Properties=species:S:1:pos:R:3 method="wB97M-V/def2-TZVPD" e_lumo_ev=0.71 total_charge=0 spin_multiplicity=1 orbital_gap_ev=11.0 homo_ev=-10.3 smiles="N=C=O.C=O"
C -1.162 -0.726 -1.127
C 1.009 1.208 1.098
N -0.917 -1.890 -1.265
O -1.566 0.356 -1.208
O 1.331 0.604 0.112
H 0.213 1.974 1.203
H 1.621 1.095 2.057
H -0.528 -2.622 -0.870



Preferred: run b; penalty for the next structure: 14.7 kcal/mol.



Run a
8
Properties=species:S:1:pos:R:3 method="wB97M-V/def2-TZVPD" e_lumo_ev=0.91 total_charge=0 spin_multiplicity=1 orbital_gap_ev=11.1 homo_ev=-10.2 smiles=N.N
N 2.732 0.967 -0.860
H 2.213 1.772 -1.225
H 3.582 1.334 -0.420
H 2.162 0.559 -0.112
N -2.817 -0.937 0.766
H -2.177 -0.639 0.023
H -3.443 -1.638 0.356
H -2.252 -1.419 1.472



Run b
8
Properties=species:S:1:pos:R:3 method="wB97M-V/def2-TZVPD" e_lumo_ev=1.21 total_charge=0 spin_multiplicity=1 orbital_gap_ev=11.0 homo_ev=-9.8 smiles=N.N
H 1.644 0.097 0.974
H 2.531 -0.533 -0.228
H 1.876 0.858 -0.358
H -1.791 -0.862 -0.461
H -2.639 0.276 0.275
H -1.299 0.722 -0.523
N 1.622 -0.053 -0.026
N -1.668 -0.026 0.072



Preferred: run a; penalty for the next structure: 2.9 kcal/mol.



Run a
12
Properties=species:S:1:pos:R:3 method="wB97M-V/def2-TZVPD" e_lumo_ev=0.78 total_charge=0 spin_multiplicity=1 orbital_gap_ev=8.8 homo_ev=-8.0
C -1.793 -0.169 0.863
C -0.347 -0.009 -1.048
C 0.891 0.390 -1.447
C 1.024 -0.101 0.890
C -0.289 -0.373 0.338
H -1.880 0.656 1.541
H -2.657 -0.955 1.265
H 1.185 0.393 -2.413
H 2.757 -0.205 -0.379
H 1.632 -0.080 1.782
N 1.667 0.317 -0.328
S -2.190 0.135 -1.064



Run b
12
Properties=species:S:1:pos:R:3 method="wB97M-V/def2-TZVPD" e_lumo_ev="-1.18 / -1.65" total_charge=0 spin_multiplicity=1 orbital_gap_ev="8.4 / 6.4" homo_ev="-9.6 / -8.0"
C -3.392 -0.863 1.298
C -2.275 -0.515 1.065
C 1.402 0.090 -0.510
C 1.578 -1.178 -0.058
C 0.515 0.901 0.368
N 0.139 0.110 1.444
S 0.869 -1.301 1.539
H -4.343 -1.148 1.735
H 1.533 0.170 -1.571
H 2.227 -1.855 -0.549
H 1.142 1.752 0.678
H -0.497 1.470 0.093



Preferred: run a; penalty for the next structure: 90.0 kcal/mol.



Run a
9
Properties=species:S:1:pos:R:3 method="wB97M-V/def2-TZVPD" e_lumo_ev=0.42 total_charge=0 spin_multiplicity=1 orbital_gap_ev=9.6 homo_ev=-9.2 smiles="N#CC(N)=C=N"
N -1.176 -0.779 -0.510
C -0.191 0.188 -0.216
C 1.053 -0.125 0.098
N 2.189 -0.465 0.400
C -0.549 1.578 -0.229
N -0.847 2.697 -0.184
H -1.839 -0.971 0.226
H -0.854 -1.594 -1.005
H 2.213 -0.530 1.421



Run b
9
Properties=species:S:1:pos:R:3 method="wB97M-V/def2-TZVPD" e_lumo_ev=0.34 total_charge=0 spin_multiplicity=1 orbital_gap_ev=9.0 homo_ev=-8.7 smiles="C1#CNN=NC1"
C 0.372 1.153 0.040
C -0.865 1.096 -0.046
C 1.306 0.061 0.104
N 0.375 -1.114 0.035
N -0.792 -1.202 -0.028
N -1.718 0.103 0.067
H 2.017 -0.023 -0.726
H 1.848 -0.044 1.050
H -2.544 -0.030 -0.497



Run c
9
Properties=species:S:1:pos:R:3 method="wB97M-V/def2-TZVPD" e_lumo_ev=0.79 total_charge=0 spin_multiplicity=1 orbital_gap_ev=8.9 homo_ev=-8.1
C 0.235 -0.502 -0.541
C -0.504 0.462 -1.310
N -1.358 -0.332 -0.841
N -0.671 1.343 1.975
N -0.012 0.521 1.546
C 0.655 -0.366 0.875
H 0.852 -1.243 -1.067
H -0.408 1.247 -2.054
H 1.211 -1.130 1.417



Preferred: run a; penalty for the next structure: 50.6 kcal/mol.



Run a
9
Properties=species:S:1:pos:R:3 method="wB97M-V/def2-TZVPD" e_lumo_ev="-0.24 / -0.24" total_charge=0 spin_multiplicity=1 orbital_gap_ev="8.0 / 8.0" homo_ev="-8.3 / -8.3"
C -0.647 -0.588 -0.207
C 0.676 -0.246 -0.274
C 1.397 0.983 -0.291
N -0.810 1.598 0.244
N -1.359 0.534 -0.047
N 1.888 -0.317 0.213
H -1.015 -1.590 -0.477
H -2.341 0.323 -0.278
H 2.211 -0.695 1.117



Run b
9
Properties=species:S:1:pos:R:3 method="wB97M-V/def2-TZVPD" e_lumo_ev=0.49 total_charge=0 spin_multiplicity=1 orbital_gap_ev=10.8 homo_ev=-10.3 smiles="N#C[C@@H]1N=C1N"
N 1.109 0.695 -1.190
C -0.639 0.162 0.781
C -0.041 0.582 -0.467
N -1.287 0.693 -0.518
C -0.791 -1.258 1.046
N -0.877 -2.401 1.212
H 1.931 0.727 -0.606
H 1.198 -0.004 -1.916
H -0.603 0.804 1.657



Run c
9
Properties=species:S:1:pos:R:3 method="wB97M-V/def2-TZVPD" e_lumo_ev=-0.36 total_charge=0 spin_multiplicity=1 orbital_gap_ev=9.4 homo_ev=-9.7 smiles="CN=C=NC#N"
C 0.332 0.010 -0.690
C 0.386 -2.122 -1.296
C -0.328 1.170 1.038
N 0.254 1.038 -0.284
N -0.320 -3.044 -1.020
N 0.841 -0.869 -1.406
H -1.292 0.728 0.957
H -0.344 2.335 1.147
H 0.472 0.754 1.554



Run d
9
Properties=species:S:1:pos:R:3 method="wB97M-V/def2-TZVPD" e_lumo_ev=-1.42 total_charge=0 spin_multiplicity=1 orbital_gap_ev=8.9 homo_ev=-10.3 smiles="[H]/N=C1/C=NC=N1"
C 0.714 0.009 -0.068
C -0.139 1.148 -0.099
C -1.344 -0.697 0.168
H 2.445 -0.861 -0.097
H -0.020 2.093 -0.123
H -2.170 -1.409 0.295
N 1.947 0.099 0.166
N -1.370 0.781 -0.009
N -0.062 -1.163 -0.234



Preferred: run b; penalty for the next structure: 20.0 kcal/mol.



Run a
20
Properties=species:S:1:pos:R:3 method="wB97M-V/def2-TZVPD" e_lumo_ev=-0.38 total_charge=0 spin_multiplicity=1 orbital_gap_ev=8.8 homo_ev=-9.2
C -1.572 -0.894 -0.521
C 0.086 -1.549 -0.604
N 0.441 -1.560 -1.907
N 0.784 -1.870 0.363
H -0.112 -1.035 -2.564
H 1.421 -1.679 -2.112
H 0.396 -1.603 1.329
H -2.066 -1.746 -0.990
H -2.242 -0.691 0.306
H -1.590 -0.086 -1.250
C 1.733 1.287 0.586
C 0.255 1.482 0.537
C -0.564 0.693 1.519
N -0.267 2.317 -0.263
O -0.116 -0.196 2.240
H -1.267 2.459 -0.102
H -1.609 1.038 1.625
H 2.232 2.004 -0.059
H 1.967 0.272 0.253
H 2.092 1.356 1.613



Run b
20
Properties=species:S:1:pos:R:3 method="wB97M-V/def2-TZVPD" e_lumo_ev=0.97 total_charge=0 spin_multiplicity=1 orbital_gap_ev=9.8 homo_ev=-8.9 smiles="CC(C)(/C=N/N)C(N)=O"
C 0.333 -0.301 1.694
C -0.281 -2.092 0.030
N -0.848 1.516 -0.372
C 1.308 -0.293 -0.662
N -1.823 2.325 -0.830
C 0.084 -0.620 0.212
N 2.036 0.761 -0.244
C -0.992 0.256 -0.367
O 1.612 -0.951 -1.643
H -1.462 3.222 -1.134
H -2.506 1.915 -1.473
H 1.592 1.430 0.363
H 2.736 1.109 -0.880
H -1.856 -0.234 -0.829
H 0.172 0.756 1.893
H 1.347 -0.566 1.982
H -0.360 -0.870 2.309
H 0.544 -2.720 0.368
H -1.175 -2.336 0.605
H -0.461 -2.306 -1.023



Run c
20
Properties=species:S:1:pos:R:3 method="wB97M-V/def2-TZVPD" e_lumo_ev="-0.10 / -0.10" total_charge=0 spin_multiplicity=1 orbital_gap_ev="7.0 / 7.0" homo_ev="-7.1 / -7.1"
C 1.349 0.794 0.168
C 0.022 -1.804 0.284
C -0.026 -0.533 -0.547
N 1.198 0.865 1.520
N 2.537 0.294 -0.342
O -0.053 -0.576 -1.759
H 0.945 1.647 -0.372
H 1.640 0.112 2.033
H 3.119 -0.255 0.276
H 0.189 0.986 1.791
H 2.548 0.191 -1.347
H 0.932 -2.361 0.064
H -0.838 -2.423 0.022
H -0.048 -1.581 1.349
C -2.450 0.775 -0.963
C -1.578 0.595 0.227
N -1.510 0.845 1.386
H -1.859 1.144 -1.801
H -3.252 1.473 -0.724
H -2.864 -0.187 -1.267



Run d
20
Properties=species:S:1:pos:R:3 method="wB97M-V/def2-TZVPD" e_lumo_ev=0.74 total_charge=0 spin_multiplicity=1 orbital_gap_ev=10.9 homo_ev=-10.2 smiles=CC(C)(O)C(N)(N)C#N
C -0.025 0.871 0.148
C -0.208 -0.652 -0.216
C -0.385 -1.578 0.984
C 0.821 -1.225 -1.183
N 0.717 1.115 1.379
N 0.752 1.603 -0.839
O -1.568 -0.634 -0.936
C -1.442 1.423 0.191
N -2.342 2.161 0.294
H -1.521 -0.212 -1.814
H 0.223 0.674 2.156
H 0.648 2.109 1.594
H 1.726 1.348 -0.682
H 0.677 2.596 -0.633
H 0.830 -0.674 -2.129
H 0.547 -1.648 1.558
H -0.673 -2.584 0.664
H -1.173 -1.222 1.653
H 1.825 -1.211 -0.747
H 0.571 -2.260 -1.442



Preferred: run b; penalty for the next structure: 10.2 kcal/mol.



Run a
20
Properties=species:S:1:pos:R:3 method="wB97M-V/def2-TZVPD" e_lumo_ev=0.81 total_charge=0 spin_multiplicity=1 orbital_gap_ev=9.1 homo_ev=-8.2 smiles="CN(C)C(N)=O.C#CN"
C 1.936 1.451 -0.290
C -0.206 1.391 0.877
N 0.800 0.663 0.137
C -2.625 -0.743 -0.449
C 0.848 -0.732 0.248
N -2.172 -1.503 -1.448
N 1.934 -1.330 -0.387
C -3.057 -0.367 0.621
O 0.136 -1.425 0.965
H -2.882 -2.119 -1.826
H -1.236 -1.854 -1.255
H 2.163 -2.256 -0.059
H 2.804 -0.835 -0.496
H -3.764 -0.050 1.335
H -0.803 0.685 1.446
H 2.374 1.058 -1.208
H 1.606 2.469 -0.492
H 2.731 1.483 0.465
H 0.224 2.040 1.643
H -0.811 1.973 0.175



Run b
20
Properties=species:S:1:pos:R:3 method="wB97M-V/def2-TZVPD" e_lumo_ev=0.80 total_charge=0 spin_multiplicity=1 orbital_gap_ev=9.4 homo_ev=-8.6
C 3.249 0.475 0.024
C 1.236 -0.891 -0.003
C -0.856 0.067 -0.004
C -2.758 -1.365 0.018
C -1.153 2.404 -0.018
H 3.018 0.898 1.032
H 2.908 1.211 -0.720
H 4.309 0.302 -0.006
H 3.225 -1.629 -0.221
H 0.776 -1.862 -0.045
H -2.935 -2.445 -0.041
H -3.159 -0.859 -0.873
H -3.198 -0.961 0.917
H -1.386 2.780 1.013
H -1.701 3.007 -0.819
H -0.017 2.477 -0.220
N 2.594 -0.817 -0.067
N 0.539 0.178 0.084
N -1.641 1.052 -0.046
O -1.324 -1.244 0.010



Preferred: run b; penalty for the next structure: 27.4 kcal/mol.